# C29H41MoN5O2PS

C29H41MoN5O2PS as an isolated structure (ωB97M-V/def2-TZVPD, OMol25).

Geometry as XYZ:
```
80
Properties=species:S:1:pos:R:3:lowdin_charge:R:1
Mo -0.28262 -0.56457 0.02630 1.585
N -3.03674 1.96395 2.14486 0.131
C -2.20291 1.47890 1.22046 -0.739
S -2.47282 -0.22786 0.71936 0.767
N -1.23142 2.18787 0.73773 0.053
N -0.65475 1.48438 -0.31280 -0.143
C -0.68093 1.98834 -1.50277 -0.156
C -0.99689 3.39042 -1.78777 -0.192
C -0.29363 4.38770 -1.10729 -0.026
C -0.56338 5.71888 -1.37101 -0.036
C -1.56183 6.05904 -2.27578 -0.024
C -2.29080 5.06858 -2.92395 -0.034
C -2.00326 3.73458 -2.69499 -0.027
C -0.52896 0.98128 -2.56952 -0.194
C -0.46759 1.31478 -3.91040 0.032
C -0.55413 0.30765 -4.86755 0.017
C -0.66673 -1.00269 -4.44675 0.006
C -0.64646 -1.27197 -3.08495 -0.096
N -0.58907 -0.31777 -2.15319 -0.022
H -3.83474 1.43446 2.45329 0.110
H -3.03888 2.95990 2.31366 0.134
H 0.46122 4.11813 -0.37967 0.114
H -0.00523 6.49407 -0.86446 0.122
H -1.78002 7.10051 -2.46926 0.126
H -3.08635 5.33749 -3.60497 0.124
H -2.58992 2.96923 -3.18803 0.125
H -0.37913 2.35085 -4.20213 0.137
H -0.53375 0.55582 -5.92066 0.141
H -0.74927 -1.82064 -5.14864 0.138
H -0.67690 -2.29067 -2.73514 0.089
C 1.70434 -3.21121 1.10858 -0.020
C 0.21150 -3.06124 1.04070 -0.319
C -0.47793 -3.09909 -0.18763 -0.132
C -1.88666 -3.31222 -0.21237 -0.287
C -2.63627 -3.53367 -1.49507 -0.027
C -2.56377 -3.38702 0.99008 -0.038
C -1.90910 -3.25728 2.22272 -0.260
C -2.68027 -3.38002 3.49922 -0.009
C -0.53540 -3.07412 2.22732 -0.030
H 2.20839 -2.69781 0.29510 0.042
H 1.95302 -4.27244 1.03886 0.115
H 2.09603 -2.85073 2.05968 0.093
H 0.10170 -3.26223 -1.09227 0.119
H -3.49662 -4.17656 -1.31896 0.102
H -2.01888 -4.02207 -2.24954 0.092
H -3.02031 -2.59532 -1.90470 0.089
H -3.62995 -3.58192 0.97838 0.143
H -2.87888 -4.43278 3.71167 0.113
H -3.64625 -2.88031 3.42882 0.097
H -2.12745 -2.97478 4.34560 0.080
H -0.00958 -3.03258 3.17523 0.136
C 3.19964 1.54061 -1.51061 -0.130
P 2.91921 -0.23186 -1.50040 0.661
C 4.36326 -1.04106 -0.80983 -0.135
C 2.76392 -0.78854 -3.19485 -0.130
O 1.65513 -0.54529 -0.66667 -0.526
H 4.17950 1.75778 -1.93915 0.083
H 3.17115 1.92624 -0.49131 0.061
H 2.43830 2.05072 -2.10369 0.060
H 5.20078 -0.88317 -1.49299 0.084
H 4.20157 -2.11377 -0.71423 0.067
H 4.63692 -0.62775 0.16068 0.068
H 3.66311 -0.48600 -3.73561 0.087
H 1.90494 -0.32663 -3.67946 0.036
H 2.67679 -1.87423 -3.24530 0.081
C 1.44644 0.75685 5.14859 0.022
N 0.66915 0.30269 3.98812 -0.086
C -0.69198 -0.16985 4.25060 0.018
C 1.16795 0.27351 2.78188 -0.390
C 2.57981 0.68896 2.51745 0.052
O 0.43677 -0.12858 1.81336 -0.232
H 0.75380 1.14962 5.88767 0.112
H 2.13240 1.55020 4.86948 0.098
H 1.99537 -0.07889 5.58313 0.120
H -1.38531 0.67168 4.24519 0.107
H -0.70920 -0.64056 5.23059 0.114
H -0.98587 -0.89288 3.49205 0.054
H 2.71614 1.75464 2.70611 0.115
H 2.81441 0.46153 1.48315 0.051
H 3.26610 0.14873 3.17064 0.115
```

- Energy: -2360.887952 a.u.
- HOMO level (spin up / spin down): -16.4 / -16.6 eV
- Total charge: +3
- Expectation value of S²: 2.037
- Multiplicity: 3
- Energy relative to the best compared isomer or geometry (same formula, charge and spin): 0.0843 eV
- LUMO level (spin up / spin down): -10.412 / -9.924 eV

---

# C6H12O

An isolated molecule of C6H12O in a non-equilibrium geometry (ωB97M-V/def2-TZVPD, OMol25).

Geometry as XYZ:
```
19
Properties=species:S:1:pos:R:3:lowdin_charge:R:1
C 1.72253 -0.20281 -1.21810 -0.042
C 1.12978 0.41060 0.03349 -0.327
O 0.82150 1.79101 -0.16624 -0.095
C -0.56105 1.59847 0.12712 -0.117
C -0.37131 0.04110 0.38022 -0.417
C -0.67916 -0.66194 1.72580 -0.038
C -1.12187 -0.75279 -0.66955 -0.079
H 2.67906 0.26453 -1.47808 0.084
H 1.88247 -1.27314 -1.05986 0.086
H 1.04494 -0.06312 -2.06562 0.076
H 1.85362 0.34164 0.86147 0.143
H -1.15137 1.78676 -0.78364 0.114
H -0.89093 2.30457 0.90198 0.119
H 0.08841 -0.61086 2.50454 0.077
H -0.82120 -1.72940 1.48407 0.073
H -1.65475 -0.35257 2.12692 0.083
H -0.75727 -1.78656 -0.66888 0.087
H -1.06312 -0.32480 -1.67150 0.079
H -2.17483 -0.80946 -0.35847 0.094
```

- Energy: -311.007942 a.u.
- HOMO level: -9.4 eV
- Total charge: 0
- Multiplicity: 1
- Energy relative to the best compared isomer or geometry (same formula, charge and spin): 1.3968 eV
- LUMO level: 0.947 eV

---

# CH9N3

A 2-piece molecular cluster, CH9N3 overall in a non-equilibrium geometry (ωB97M-V/def2-TZVPD, OMol25).

Geometry as XYZ:
```
13
Properties=species:S:1:pos:R:3:lowdin_charge:R:1
N -0.86307 0.61990 -2.27345 -0.010
C 0.00664 0.50026 -1.14664 -0.371
N -0.41997 -0.25869 0.03959 -0.021
H -1.06945 -0.13714 -2.89323 0.056
H -1.63641 1.25374 -2.15568 0.059
H 0.94801 0.08090 -1.49755 0.107
H 0.11126 1.51945 -0.75925 0.102
H -1.40400 -0.32697 0.27136 0.063
H -0.09064 -1.21876 0.01275 0.051
N 1.13191 -0.68319 2.97234 0.016
H 1.58277 0.13839 3.35052 -0.001
H 1.10726 -0.63634 1.96760 -0.038
H 1.55241 -1.49635 3.37014 -0.012
```

- Energy: -207.742233 a.u.
- HOMO level: -8.9 eV
- Total charge: 0
- Multiplicity: 1
- Energy relative to the best compared isomer or geometry (same formula, charge and spin): 0.2968 eV
- LUMO level: 1.137 eV

---

# C16H18N5ORuS

C16H18N5ORuS as an isolated structure in a non-equilibrium geometry (ωB97M-V/def2-TZVPD, OMol25).

Geometry as XYZ:
```
42
Properties=species:S:1:pos:R:3:lowdin_charge:R:1
Ru -0.69869 0.03176 -1.33986 1.213
O 2.88982 1.36080 -2.40772 0.200
C 1.71341 1.24747 -2.22956 -0.419
N 1.05337 0.02069 -2.12219 -0.095
C 1.68771 -1.23465 -2.45769 -0.099
C 0.69196 -2.33663 -2.24324 -0.227
C 0.95194 -3.66696 -2.51516 0.037
C -0.07291 -4.59294 -2.37214 0.025
C -1.33947 -4.17347 -1.97946 -0.001
C -1.52875 -2.83799 -1.69627 -0.088
N -0.52717 -1.94556 -1.80633 -0.096
C 0.73003 2.38124 -2.12380 -0.176
C 1.07311 3.68151 -2.41579 0.064
C 0.06209 4.64056 -2.41731 0.035
C -1.24206 4.26270 -2.13129 0.011
C -1.50575 2.94002 -1.81374 -0.074
N -0.53061 2.02114 -1.80234 -0.089
H 2.60256 -1.38031 -1.87281 0.159
H 2.00793 -1.22545 -3.50613 0.166
H 1.93604 -3.96331 -2.85220 0.144
H 0.11600 -5.63877 -2.57744 0.141
H -2.16526 -4.86528 -1.89783 0.134
H -2.49081 -2.45892 -1.37427 0.121
H 2.10220 3.91706 -2.65284 0.148
H 0.29425 5.67093 -2.65309 0.142
H -2.05091 4.97906 -2.15672 0.135
H -2.50410 2.60606 -1.56156 0.125
C 1.78756 0.00240 3.72575 0.036
N 0.35531 0.04823 3.76959 -0.021
C -0.36979 0.08682 5.02238 -0.029
C -1.83314 0.00486 4.60897 -0.051
N -1.74477 0.08293 3.15644 0.134
C -0.50006 0.06336 2.69355 -0.680
S 0.05702 0.03535 1.08620 0.725
H 2.20173 0.66234 4.49158 0.141
H 2.15240 0.27975 2.74105 0.083
H 2.13173 -1.01561 3.95800 0.155
H -0.13242 1.01988 5.55432 0.184
H -0.04390 -0.72920 5.67832 0.180
H -2.45081 0.80991 5.01289 0.160
H -2.29839 -0.94036 4.90943 0.162
H -2.56841 0.14859 2.57031 0.185
```

- Energy: -1461.534450 a.u.
- HOMO level (spin up / spin down): -18.2 / -18.5 eV
- Total charge: +3
- Expectation value of S²: 6.035
- Multiplicity: 5
- LUMO level (spin up / spin down): -9.915 / -13.720 eV

---

# C2H7NO2

A 2-piece molecular cluster, C2H7NO2 overall in a non-equilibrium geometry (ωB97M-V/def2-TZVPD, OMol25).

Geometry as XYZ:
```
12
Properties=species:S:1:pos:R:3:lowdin_charge:R:1
C 0.82504 1.47720 -2.03944 -0.096
N 0.22686 0.19710 -2.49108 -0.057
C 0.77118 -0.98365 -1.97276 -0.371
O 0.15517 -2.00737 -1.89627 0.058
H 1.70018 1.25226 -1.44416 0.069
H 0.02507 2.11092 -1.65464 0.076
H 1.17973 2.03653 -2.91404 0.075
H 0.20932 0.15229 -3.49937 0.118
H 1.84461 -1.00456 -1.70359 0.128
O -1.70842 0.69866 6.89718 -0.064
H -1.65996 -0.11678 6.38449 0.032
H -1.74912 1.37937 6.21497 0.032
```

- Energy: -285.606900 a.u.
- HOMO level: -10.0 eV
- Total charge: 0
- Multiplicity: 1
- Energy relative to the best compared isomer or geometry (same formula, charge and spin): 1.7661 eV
- LUMO level: 0.887 eV

---

# C12H15ClSi

An isolated molecule of C12H15ClSi in a non-equilibrium geometry (ωB97M-V/def2-TZVPD, OMol25).

Geometry as XYZ:
```
29
Properties=species:S:1:pos:R:3:lowdin_charge:R:1
C -1.08207 -2.54950 -0.35234 -0.049
C -1.15087 -1.11993 -0.57301 -0.322
C 0.05690 -3.20913 -0.08375 -0.100
C 0.13792 -0.49515 -0.28991 -0.049
C 1.31794 -2.57776 -0.06475 -0.139
C 1.37397 -1.21478 -0.32451 -0.342
C 2.50970 2.64899 0.00381 -0.313
C -3.48813 -0.39752 -0.15545 -0.146
C 3.26111 1.55394 0.08340 -0.279
C -2.28809 -0.53101 0.32715 -0.071
C 3.01131 4.00453 -0.04377 -0.134
C -4.76058 -0.02522 0.62846 -0.076
Si 2.97589 -0.29539 0.09050 0.348
Cl 4.56060 -1.48791 -0.01770 0.328
H -1.80461 -3.29319 -0.54393 0.105
H -1.48737 -0.88483 -1.54930 0.134
H 0.12716 -4.17559 0.36710 0.102
H 0.36015 0.58659 -0.39432 0.092
H 2.22563 -3.20288 -0.14578 0.088
H 1.43651 2.59289 -0.13111 0.085
H -3.58463 -0.71659 -1.14488 0.084
H 4.39263 1.78820 0.14006 0.081
H -2.00628 -0.32931 1.37255 0.127
H 2.21745 4.46685 0.51860 0.060
H 2.89090 4.49549 -1.02732 0.088
H 3.99391 4.19076 0.52630 0.114
H -5.58373 -0.60505 0.40020 0.032
H -5.04373 0.99696 0.63395 0.050
H -4.56954 -0.21445 1.74974 0.101
```

- Energy: -1215.766371 a.u.
- HOMO level (spin up / spin down): -7.0 / -5.9 eV
- Total charge: 0
- Multiplicity: 1
- Energy relative to the best compared isomer or geometry (same formula, charge and spin): 5.4032 eV
- LUMO level (spin up / spin down): -0.186 / -0.501 eV